[1]
Entry from the Open Molecules 2025 dataset: a gas-phase ion, C5H11NO (charge +1) at a distorted geometry (ωB97M-V/def2-TZVPD).

Values from the calculation:
Spin multiplicity: 2
E_HOMO (alpha / beta), eV: -14.98 / -14.87
Relative energy (zero: lowest compared OMol25 entry of this formula, charge and spin), eV: 2.364
LUMO level (alpha / beta), eV: -3.2780 / -8.7452
Strongest force on any atom, hartree/bohr: 0.102
Net charge: +1

Cartesian coordinates (Å):
N1 -1.13 1.05 -0.25
C1 0.25 1.67 -0.16
C2 1.33 0.63 -0.12
C3 0.59 -0.49 -0.92
C4 -0.82 -0.43 -0.36
C5 -0.97 -1.04 1.08
O1 -0.41 -2.29 1.24
H1 -1.45 1.50 -1.10
H2 0.32 2.23 0.77
H3 0.33 2.30 -1.09
H4 1.59 0.19 0.85
H5 2.21 0.99 -0.66
H6 0.57 -0.33 -2.01
H7 1.09 -1.46 -0.80
H8 -1.53 -1.02 -0.96
H9 -0.53 -0.23 1.78
H10 -1.99 -1.04 1.46
H11 0.55 -2.23 1.25

***

[2]
Entry from the Open Molecules 2025 dataset: 2 unconnected molecules or ions with the total composition C10H12ClF3N3O5 at a distorted geometry (ωB97M-V/def2-TZVPD).

Values from the calculation:
Spin multiplicity: 1
E_HOMO, eV: -1.98
LUMO level, eV: 0.5989
Strongest force on any atom, hartree/bohr: 0.024
Net charge: -1

Cartesian coordinates (Å):
C1 -2.00 -0.03 -2.30
C2 -2.16 0.92 -1.13
Cl1 -3.79 1.69 -1.28
C3 -2.17 0.25 0.24
N1 -1.11 -0.73 0.44
C4 -1.36 -2.02 0.57
N2 -0.23 -2.68 0.75
C5 0.82 -1.76 0.72
O1 2.10 -2.16 0.87
N3 2.53 -2.92 -0.38
O2 2.47 -4.05 -0.19
C6 0.27 -0.53 0.53
C7 0.91 0.81 0.43
C8 2.37 0.84 0.05
C9 2.67 0.50 -1.38
F1 2.64 1.57 -2.19
F2 3.92 -0.03 -1.50
F3 1.84 -0.41 -1.92
H1 -2.88 -0.66 -2.42
H2 -1.89 0.55 -3.21
H3 -1.12 -0.65 -2.17
H4 -1.47 1.74 -1.19
H5 -2.08 1.04 1.05
H6 -3.13 -0.24 0.39
H7 -2.34 -2.45 0.53
H8 -0.11 -3.67 0.88
H9 0.81 1.22 1.47
H10 0.31 1.46 -0.18
H11 2.96 0.24 0.74
H12 2.70 1.86 0.21
C10 -0.37 2.60 2.92
O3 -0.73 3.59 3.60
O4 -1.17 2.06 2.00
O5 0.80 2.04 3.04

***

[3]
Entry from the Open Molecules 2025 dataset: 15 unconnected molecules or ions with the total composition C33H75N9O30 at a distorted geometry (ωB97M-V/def2-TZVPD).

Values from the calculation:
Spin multiplicity: 1
E_HOMO, eV: -10.06
Relative energy (zero: lowest compared OMol25 entry of this formula, charge and spin), eV: 4.078
LUMO level, eV: -0.4905
Strongest force on any atom, hartree/bohr: 0.104
Net charge: 0

Cartesian coordinates (Å):
C1 -5.29 -4.99 -1.10
N1 -4.84 -4.21 0.14
O1 -5.78 -3.74 0.76
O2 -3.72 -4.32 0.50
H1 -5.80 -5.80 -0.58
H2 -4.38 -5.18 -1.66
H3 -6.06 -4.51 -1.71
C2 -2.07 1.01 -4.47
N2 -2.38 0.26 -5.68
O3 -3.50 0.33 -6.17
O4 -1.48 -0.47 -6.16
H4 -2.37 2.02 -4.72
H5 -1.05 0.81 -4.14
H6 -2.83 0.72 -3.74
C3 0.86 4.70 -5.79
N3 0.76 3.30 -5.72
O5 -0.10 2.70 -6.28
O6 1.75 2.74 -5.27
H7 1.72 4.93 -6.41
H8 0.98 5.02 -4.75
H9 -0.08 4.97 -6.28
C4 0.60 -0.51 3.66
N4 1.75 -0.83 4.65
O7 1.93 -1.98 4.99
O8 2.32 0.14 5.08
H10 0.33 0.51 3.91
H11 -0.17 -1.26 3.80
H12 0.93 -0.53 2.62
C5 3.58 -0.33 -4.40
N5 3.62 -0.44 -2.93
O9 2.81 -1.25 -2.44
O10 4.46 0.20 -2.35
H13 4.45 -0.93 -4.67
H14 3.59 0.76 -4.49
H15 2.69 -0.82 -4.78
C6 0.43 -5.61 4.80
N6 -0.06 -4.66 3.75
O11 -0.52 -3.58 4.10
O12 0.06 -5.10 2.60
H16 1.29 -5.05 5.16
H17 0.69 -6.59 4.41
H18 -0.35 -5.62 5.56
C7 6.39 3.15 -3.29
N7 6.43 3.57 -1.87
O13 6.04 4.69 -1.59
O14 6.86 2.84 -1.06
H19 5.60 3.70 -3.81
H20 6.13 2.09 -3.23
H21 7.42 3.36 -3.58
C8 4.73 8.60 0.90
N8 3.85 8.78 -0.25
O15 3.50 9.92 -0.54
O16 3.66 7.73 -0.85
H22 5.72 8.94 0.61
H23 4.68 7.54 1.17
H24 4.36 9.21 1.73
C9 -0.30 3.60 4.71
N9 -0.28 4.79 3.78
O17 0.50 5.70 4.09
O18 -1.11 4.94 2.93
H25 0.42 2.90 4.27
H26 -1.33 3.24 4.78
H27 0.04 3.73 5.74
O19 -1.98 7.59 -1.25
C10 -0.99 6.93 -1.05
O20 -0.95 5.56 -1.05
C11 -2.12 4.75 -1.19
C12 -2.91 4.74 0.12
C13 0.46 7.49 -0.85
H28 -1.89 3.73 -1.50
H29 -2.69 5.24 -1.98
H30 -3.48 5.63 0.39
H31 -2.15 4.66 0.89
H32 -3.59 3.89 0.09
H33 0.50 7.85 0.18
H34 0.69 8.35 -1.47
H35 1.12 6.64 -1.01
O21 3.33 -0.65 1.94
C14 4.24 -1.00 1.20
O22 5.49 -0.46 1.09
C15 5.84 0.72 1.78
C16 6.34 0.44 3.21
C17 4.11 -2.28 0.40
H36 4.99 1.40 1.80
H37 6.65 1.28 1.30
H38 6.35 1.28 3.90
H39 7.35 0.04 3.15
H40 5.76 -0.29 3.77
H41 4.28 -3.12 1.07
H42 4.89 -2.43 -0.36
H43 3.16 -2.34 -0.14
O23 -5.70 -1.83 -1.96
C18 -5.26 -1.48 -3.00
O24 -4.16 -1.94 -3.63
C19 -3.23 -2.79 -2.89
C20 -1.78 -2.36 -3.27
C21 -6.03 -0.64 -3.94
H44 -3.35 -3.78 -3.34
H45 -3.33 -2.85 -1.81
H46 -1.75 -2.31 -4.36
H47 -1.06 -3.17 -3.13
H48 -1.42 -1.41 -2.88
H49 -6.23 -1.17 -4.87
H50 -5.51 0.27 -4.26
H51 -7.01 -0.35 -3.57
O25 0.91 -9.59 2.12
C22 0.40 -9.60 0.96
O26 -0.79 -8.92 0.54
C23 -1.36 -7.91 1.41
C24 -2.62 -7.35 0.70
C25 0.92 -10.46 -0.27
H52 -0.68 -7.09 1.64
H53 -1.61 -8.31 2.40
H54 -3.24 -6.83 1.43
H55 -3.15 -8.16 0.21
H56 -2.31 -6.69 -0.11
H57 0.12 -10.73 -0.96
H58 1.23 -11.45 0.06
H59 1.77 -9.99 -0.77
O27 -0.39 2.63 1.33
C26 0.37 1.82 0.82
O28 0.02 0.51 0.49
C27 -1.32 0.01 0.63
C28 -1.40 -1.47 0.38
C29 1.80 2.20 0.45
H60 -2.01 0.51 -0.05
H61 -1.57 0.18 1.68
H62 -2.27 -1.89 0.88
H63 -0.50 -2.02 0.64
H64 -1.55 -1.61 -0.69
H65 1.97 1.65 -0.48
H66 2.50 1.80 1.18
H67 1.87 3.29 0.45
O29 -2.12 1.01 4.68
C30 -3.04 0.89 3.84
O30 -3.55 -0.23 3.42
C31 -2.93 -1.45 3.83
C32 -3.77 -2.54 3.19
C33 -3.40 2.05 2.91
H68 -2.86 -1.54 4.92
H69 -1.97 -1.38 3.32
H70 -4.13 -2.15 2.24
H71 -4.77 -2.53 3.62
H72 -3.29 -3.50 3.01
H73 -4.33 2.59 3.08
H74 -3.37 1.76 1.86
H75 -2.66 2.84 3.03

***

[4]
Entry from the Open Molecules 2025 dataset: a molecular structure, C7H12N at a distorted geometry (ωB97M-V/def2-TZVPD).

Values from the calculation:
Spin multiplicity: 1
E_HOMO, eV: -13.47
Relative energy (zero: lowest compared OMol25 entry of this formula, charge and spin), eV: 4.192
LUMO level, eV: -4.8979
Strongest force on any atom, hartree/bohr: 0.075
Net charge: +1

Cartesian coordinates (Å):
C1 -0.44 1.00 -0.41
C2 1.83 -0.19 1.96
C3 1.57 0.21 0.72
C4 -1.43 -0.02 -0.51
C5 2.54 0.65 -0.26
C6 -1.47 -0.85 -1.66
C7 -2.38 -0.38 0.59
N1 0.18 0.42 0.48
H1 -0.08 1.90 -0.85
H2 0.89 -0.41 2.58
H3 2.71 -0.60 2.35
H4 2.15 1.54 -0.86
H5 2.83 -0.03 -1.07
H6 3.52 0.98 0.07
H7 -2.17 -0.23 -2.23
H8 -1.86 -1.91 -1.52
H9 -0.46 -0.78 -1.99
H10 -2.13 -1.25 1.13
H11 -3.36 -0.51 0.24
H12 -2.44 0.46 1.25

***

[5]
Entry from the Open Molecules 2025 dataset: a molecular structure, C44H36Cl5F3N4O4P2S3Tl at a distorted geometry (ωB97M-V/def2-TZVPD).

Values from the calculation:
Spin multiplicity: 1
E_HOMO, eV: -8.84
Relative energy (zero: lowest compared OMol25 entry of this formula, charge and spin), eV: 39.679
LUMO level, eV: -3.0190
Strongest force on any atom, hartree/bohr: 0.300
Net charge: +1

Cartesian coordinates (Å):
Tl1 1.14 0.47 -0.58
Cl1 -0.03 -3.35 -4.86
C1 -0.31 -2.93 -3.23
C2 -1.43 -2.13 -2.92
Cl2 -2.62 -1.77 -4.09
C3 -1.59 -1.72 -1.64
Cl3 -3.41 -1.01 0.08
C4 -0.80 -2.35 -0.45
O1 -0.95 -2.11 0.94
C5 0.26 -3.12 -0.87
Cl4 1.25 -3.80 0.36
C6 0.53 -3.38 -2.23
Cl5 1.92 -4.28 -2.64
C7 1.31 -0.81 3.14
C8 2.59 -0.94 2.38
N1 2.71 -0.84 1.09
C9 4.01 -1.07 0.67
C10 4.88 -1.32 1.69
S1 4.07 -1.28 3.19
C11 4.34 -1.12 -0.76
C12 5.58 -1.32 -1.29
S2 5.49 -1.37 -3.00
C13 3.78 -1.12 -2.91
N2 3.34 -1.01 -1.69
C14 2.92 -1.06 -4.13
H1 0.47 -0.67 2.47
H2 1.37 0.03 3.83
H3 1.14 -1.71 3.73
H4 5.93 -1.53 1.63
H5 6.52 -1.42 -0.79
H6 2.86 -2.04 -4.60
H7 3.34 -0.36 -4.86
H8 1.92 -0.73 -3.85
C15 -4.02 1.96 -2.74
P1 -2.84 1.77 -1.32
C16 -2.21 3.48 -1.13
C17 -0.92 3.78 -1.56
C18 -0.40 5.06 -1.41
C19 -1.18 6.06 -0.85
C20 -2.49 5.79 -0.48
C21 -3.01 4.51 -0.62
C22 -4.01 1.74 0.10
C23 -3.71 2.14 1.49
C24 -4.09 1.60 2.67
C25 -4.53 0.19 2.93
C26 -3.71 -0.88 2.83
C27 -4.33 0.05 0.01
P2 -2.83 2.01 -4.18
C28 -2.46 3.80 -4.37
C29 -3.36 4.84 -4.14
C30 -2.99 6.15 -4.40
C31 -1.73 6.43 -4.91
C32 -0.84 5.40 -5.16
C33 -1.20 4.09 -4.89
C34 -4.00 1.89 -5.60
C35 -3.58 2.39 -6.84
C36 -4.43 2.37 -7.93
C37 -5.71 1.84 -7.81
C38 -6.12 1.30 -6.60
C39 -5.27 1.32 -5.50
H9 -4.66 2.83 -2.63
H10 -4.62 1.04 -2.80
H11 -0.33 3.01 -2.05
H12 0.61 5.27 -1.74
H13 -0.78 7.05 -0.72
H14 -3.12 6.57 -0.09
H15 -4.03 4.31 -0.34
H16 -3.12 3.05 1.51
H17 -3.97 2.20 3.57
H18 -5.53 0.01 3.31
H19 -4.05 -1.90 2.96
H20 -3.91 -1.15 1.07
H21 -4.36 4.63 -3.78
H22 -3.69 6.95 -4.22
H23 -1.45 7.46 -5.12
H24 0.14 5.62 -5.57
H25 -0.51 3.28 -5.09
H26 -2.59 2.81 -6.94
H27 -4.10 2.76 -8.88
H28 -6.39 1.84 -8.66
H29 -7.11 0.87 -6.51
H30 -5.61 0.89 -4.57
F1 -4.53 -2.86 -1.23
C40 -3.94 -2.32 -0.10
F2 -2.87 -0.90 -1.26
F3 -4.03 -3.41 0.70
S3 -2.06 -0.82 0.94
O2 -2.29 -0.78 2.54
O3 -5.28 0.93 -0.07
O4 -1.05 0.25 0.81
C41 3.51 3.78 0.49
C42 2.36 3.40 1.36
N3 1.56 2.38 1.18
C43 0.63 2.42 2.21
C44 0.89 3.48 3.01
N4 2.00 4.10 2.46
H31 3.64 3.03 -0.28
H32 4.43 3.86 1.07
H33 3.32 4.75 0.01
H34 -0.16 1.69 2.27
H35 0.40 3.84 3.89
H36 2.45 4.92 2.82

***

[6]
Entry from the Open Molecules 2025 dataset: a molecular structure, C51H50CdCl2FN6O4S2 at a distorted geometry (ωB97M-V/def2-TZVPD).

Values from the calculation:
Spin multiplicity: 1
E_HOMO, eV: -3.07
LUMO level, eV: -0.4579
Strongest force on any atom, hartree/bohr: 0.053
Net charge: -1

Cartesian coordinates (Å):
Cd1 -0.59 5.78 24.57
Cl1 1.68 7.29 27.10
C1 3.18 6.97 26.31
C2 4.36 6.85 27.04
C3 5.51 6.42 26.41
C4 5.50 6.06 25.08
C5 4.32 6.23 24.33
Cl2 4.27 5.77 22.64
C6 3.15 6.74 24.93
S1 1.76 7.04 23.91
H1 4.36 7.06 28.09
H2 6.43 6.32 26.95
H3 6.33 5.61 24.59
F1 -1.28 11.44 28.57
C7 -2.12 10.35 28.80
C8 -1.74 9.12 28.34
C9 -2.53 7.99 28.61
C10 -2.09 6.65 28.17
O1 -0.89 6.38 28.15
C11 -3.21 5.74 27.91
C12 -4.34 5.95 28.62
N1 -4.56 7.04 29.45
C13 -5.80 7.12 30.20
C14 -5.74 7.18 31.71
C15 -6.16 5.92 30.99
C16 -3.73 8.13 29.34
C17 -4.03 9.35 29.89
C18 -3.28 10.50 29.57
N2 -3.61 11.72 30.21
C19 -2.60 12.55 30.84
C20 -3.23 13.16 32.07
N3 -4.54 12.43 32.34
C21 -5.53 12.73 31.22
C22 -4.84 12.43 29.89
C23 -3.10 4.55 26.99
O2 -3.82 3.58 27.18
O3 -2.25 4.71 26.08
H4 -0.82 8.98 27.79
H5 -5.17 5.30 28.51
H6 -6.57 7.73 29.68
H7 -6.50 7.77 32.21
H8 -4.72 7.17 32.11
H9 -7.19 5.61 31.02
H10 -5.46 5.06 31.02
H11 -4.88 9.40 30.57
H12 -2.29 13.36 30.16
H13 -1.73 11.98 31.05
H14 -3.52 14.18 32.03
H15 -2.65 13.01 33.01
H16 -4.96 12.67 33.22
H17 -4.37 11.41 32.24
H18 -5.75 13.78 31.38
H19 -6.42 12.15 31.41
H20 -4.64 13.33 29.30
H21 -5.43 11.78 29.26
C24 -1.43 14.83 19.94
C25 -1.80 14.58 21.39
O4 -2.94 14.55 21.78
S2 -0.45 14.40 22.55
C26 -0.93 12.85 23.29
C27 -1.75 12.68 24.41
C28 -2.02 11.38 24.81
C29 -1.44 10.27 24.22
C30 -0.63 10.44 23.10
C31 -0.39 11.72 22.65
C32 -1.63 8.94 24.73
C33 -1.57 7.73 24.99
H22 -2.31 15.13 19.40
H23 -1.04 13.89 19.57
H24 -0.64 15.60 19.91
H25 -2.23 13.51 24.89
H26 -2.66 11.19 25.63
H27 -0.17 9.61 22.58
H28 0.21 11.86 21.75
C34 0.92 6.75 19.37
C35 -0.20 7.39 19.91
C36 -0.92 6.80 20.92
C37 -0.55 5.58 21.48
C38 0.58 4.94 20.96
C39 1.32 5.54 19.90
N4 -1.29 5.01 22.53
C40 -2.48 4.44 22.19
C41 -3.47 4.15 23.16
C42 -4.59 3.42 22.80
C43 -4.85 3.01 21.51
C44 -3.92 3.34 20.54
C45 -2.76 4.03 20.89
H29 1.47 7.21 18.55
H30 -0.47 8.37 19.46
H31 -1.84 7.28 21.29
H32 0.87 4.00 21.43
H33 2.19 5.05 19.46
H34 -3.27 4.41 24.21
H35 -5.33 3.11 23.56
H36 -5.78 2.57 21.18
H37 -4.08 3.01 19.51
H38 -2.04 4.27 20.13
C46 0.46 3.45 26.64
C47 1.08 2.10 26.93
N5 1.25 1.31 25.69
C48 -0.02 1.15 24.97
C49 -0.59 2.57 24.61
N6 0.36 3.62 25.17
C50 1.64 3.42 24.46
C51 2.17 1.99 24.76
H39 1.01 4.29 27.01
H40 -0.56 3.54 26.97
H41 0.44 1.49 27.58
H42 2.08 2.23 27.35
H43 -0.77 0.61 25.56
H44 0.16 0.61 24.08
H45 -1.55 2.81 25.01
H46 -0.71 2.68 23.53
H47 2.32 4.19 24.81
H48 1.43 3.53 23.36
H49 3.17 2.01 25.21
H50 2.24 1.40 23.86